Record 1
The following is a DFT calculation (ωB97M-V/def2-TZVPD) of the molecule C4H6O2 in a non-equilibrium geometry.

The value obtained for the energy relative to the best compared isomer or geometry (same formula, charge and spin) is 7.081 eV. As for the maximum force: 2.29 eV Å⁻¹. The value obtained for the orbital gap (spin up / spin down) is 0.2548 / 0.2947 Ha. The value obtained for the HOMO energy (spin up / spin down) is -7.304 / -7.855 eV.

Element x y z (Å)
C: -1.45 -0.79 -0.70
C: -0.64 -0.18 0.38
O: -1.10 0.16 1.48
C: 0.86 0.11 0.49
C: 1.61 0.97 -0.29
O: 0.36 0.74 1.91
H: -1.26 -1.87 -0.72
H: -2.51 -0.62 -0.55
H: -1.10 -0.38 -1.65
H: 1.37 -0.82 0.76
H: 1.20 1.91 -0.66
H: 2.66 0.77 -0.45

Record 2
The following is a DFT calculation (ωB97M-V/def2-TZVPD) of a cluster of 2 separate species, C4H6O2 in total in a non-equilibrium geometry.

The value obtained for the energy relative to the best compared isomer or geometry (same formula, charge and spin) is 6.433 eV. As for the maximum force: 4.88 eV Å⁻¹. The value obtained for the orbital gap (spin up / spin down) is 0.2914 / 0.3002 Ha. The value obtained for the HOMO energy (spin up / spin down) is -7.549 / -7.432 eV.

Element x y z (Å)
C: 2.28 0.67 0.16
C: -0.44 -0.83 -0.89
C: -0.96 -0.73 0.55
C: -0.41 0.45 -0.15
O: 2.75 -0.40 -0.04
O: -1.01 1.67 -0.11
H: 2.49 1.60 0.74
H: 0.50 -1.15 -1.16
H: -1.14 -0.92 -1.83
H: -1.96 -0.88 0.80
H: -0.37 -1.33 1.41
H: -1.73 1.84 0.52